{
  "formula": "C2H4FNO3",
  "method": "wB97M-V/def2-TZVPD",
  "symbols": ["C", "C", "N", "O", "O", "O", "F", "H", "H", "H", "H"],
  "positions_angstrom": [[1.86132, 0.14156, 0.33857], [-1.90898, -0.21859, -0.26016], [-0.66992, -0.60256, -0.03099], [-0.22269, -1.72153, -0.04046], [0.54195, 0.47846, 0.23995], [-2.31943, 1.02428, -0.43602], [2.56246, 0.25700, -0.83318], [2.46291, 0.83476, 0.92881], [1.88189, -0.91525, 0.81207], [-2.55452, -1.07571, -0.28510], [-1.63499, 1.79757, -0.43349]],
  "forces_ev_per_angstrom": [[-0.43, -2.63, 1.13], [3.43, 0.51, 0.53], [1.30, 0.11, -0.19], [0.02, -1.44, 0.32], [-2.16, 2.66, -0.38], [0.51, 2.46, 0.04], [-0.29, -0.73, -1.01], [-1.06, 0.24, 0.87], [0.51, 1.23, -1.20], [-0.59, 0.26, -0.23], [-1.24, -2.68, 0.13]],
  "e_homo_ev": -8.9,
  "homo_lumo_gap_ev": 9.049,
  "multiplicity": 1,
  "charge": 0,
  "de_lowest_kj_mol": 259.7,
  "smiles": "[O-]/[N+](=C/O)OCF",
  "total_energy_ha": -458.76571,
  "lumo_energy_ev": 0.1
}

=====

{
  "formula": "C2H4FNS",
  "method": "wB97M-V/def2-TZVPD",
  "symbols": ["C", "C", "H", "H", "H", "H", "N", "F", "S"],
  "positions_angstrom": [[0.63154, 0.09818, -0.10561], [-0.37445, -0.95743, 0.10625], [0.56493, 2.39633, -0.50181], [-0.98581, 1.26344, -0.07374], [0.12550, -2.21266, -0.17963], [-0.42544, -1.12767, 1.34509], [0.03342, 1.35187, 0.07344], [-1.74296, -0.45404, -0.43185], [2.17328, -0.35801, -0.23212]],
  "forces_ev_per_angstrom": [[-0.99, 1.89, 0.21], [-0.89, -3.86, 2.45], [-2.15, -4.76, 2.53], [0.84, 0.59, -0.02], [-2.19, 4.25, 0.01], [-0.56, 0.78, -3.33], [2.36, 2.71, -2.93], [2.94, -1.94, 1.26], [0.64, 0.34, -0.17]],
  "e_homo_ev": -9.0,
  "homo_lumo_gap_ev": 8.833,
  "multiplicity": 1,
  "charge": 0,
  "de_lowest_kj_mol": 321.8,
  "total_energy_ha": -631.29496,
  "lumo_energy_ev": -0.1
}

=====

{
  "formula": "C2H4FNS",
  "method": "wB97M-V/def2-TZVPD",
  "symbols": ["C", "C", "H", "H", "H", "H", "N", "F", "S"],
  "positions_angstrom": [[0.63629, -0.05728, 0.08905], [-0.66294, -0.94433, 0.11558], [1.27111, 1.70560, -0.02402], [-0.58336, 1.66709, -0.28367], [-0.38829, -1.66393, -0.57047], [-0.93915, -1.25636, 1.18185], [0.39373, 1.31063, 0.00913], [-1.75962, -0.24677, -0.33042], [2.03223, -0.51465, -0.18703]],
  "forces_ev_per_angstrom": [[-8.04, 3.79, -0.12], [0.79, 1.99, 3.00], [1.52, 2.34, -0.60], [2.71, -0.51, 0.84], [-0.15, -2.20, -1.10], [0.80, -0.06, -1.57], [-4.56, -2.18, 0.48], [-0.23, 0.39, -0.38], [7.15, -3.57, -0.56]],
  "e_homo_ev": -8.9,
  "homo_lumo_gap_ev": 9.464,
  "multiplicity": 1,
  "charge": 0,
  "de_lowest_kj_mol": 138.3,
  "smiles": "NC(=S)CF",
  "total_energy_ha": -631.36487,
  "lumo_energy_ev": 0.6
}

=====

{
  "formula": "C2H4FO4SSi",
  "method": "wB97M-V/def2-TZVPD",
  "symbols": ["C", "C", "O", "O", "O", "O", "F", "Si", "S", "H", "H", "H", "H"],
  "positions_angstrom": [[0.24286, -0.87591, -0.15924], [-1.07761, -1.16165, -0.41020], [0.55944, 0.42903, -0.16914], [1.16830, -1.67360, -0.06479], [-1.80100, 1.29197, -1.10348], [-3.51309, -0.28946, -0.41233], [-1.88372, 0.67999, 1.35722], [2.11779, 0.77283, 0.18111], [-2.11478, 0.17967, -0.30113], [-1.56648, -2.21914, 0.39735], [3.19050, -0.04620, -0.74081], [2.03944, 2.11257, -0.24357], [2.63835, 0.79990, 1.66903]],
  "forces_ev_per_angstrom": [[1.34, -0.85, -0.61], [-3.54, -2.99, 2.93], [-0.14, 0.60, 0.37], [0.49, -0.47, 0.76], [0.69, 1.44, -0.33], [2.22, 0.86, 1.03], [-0.63, -0.19, -1.86], [2.65, -1.66, -0.05], [-3.13, -2.77, 1.16], [1.56, 3.59, -3.05], [-1.23, 1.18, 1.22], [0.44, 1.58, -0.32], [-0.70, -0.34, -1.26]],
  "e_homo_ev": -5.1,
  "homo_lumo_gap_ev": 8.486,
  "multiplicity": 1,
  "charge": -1,
  "total_energy_ha": -1167.13831,
  "lumo_energy_ev": 3.4
}

=====

{
  "formula": "C2H4FP",
  "method": "wB97M-V/def2-TZVPD",
  "symbols": ["C", "C", "F", "P", "H", "H", "H", "H"],
  "positions_angstrom": [[1.17906, -0.63560, -0.02599], [-0.21852, -0.33265, -0.04472], [1.58736, 2.04621, 0.05468], [2.73304, -0.92689, -0.01287], [-0.90342, -1.04132, -0.61276], [-0.39356, 0.62842, -0.45249], [-0.58760, -0.67287, 1.02279], [2.09715, 1.22434, 0.30502]],
  "forces_ev_per_angstrom": [[3.07, -1.00, -0.55], [-2.04, -3.20, 1.72], [1.37, -1.50, 0.74], [-2.27, 0.16, 0.04], [1.39, 0.51, 0.00], [-0.42, 1.21, 0.44], [0.38, 1.78, -1.61], [-1.48, 2.03, -0.77]],
  "e_homo_ev": -9.9,
  "homo_lumo_gap_ev": 10.077,
  "multiplicity": 1,
  "charge": 0,
  "de_lowest_kj_mol": 131.7,
  "smiles": "CC#P.F",
  "total_energy_ha": -519.74576,
  "lumo_energy_ev": 0.2
}

=====

{
  "formula": "C2H4FPS",
  "method": "wB97M-V/def2-TZVPD",
  "symbols": ["C", "C", "F", "P", "S", "H", "H", "H", "H"],
  "positions_angstrom": [[-0.54998, -1.46992, 0.26761], [0.02063, 1.28515, -0.29047], [-1.68516, -1.06433, -0.26476], [0.38501, 0.27144, 1.25767], [0.31947, -2.78450, -0.20477], [0.99519, 1.52932, -0.62715], [-0.75457, 2.07589, -0.12799], [-0.36575, 0.52798, -0.95422], [1.63515, -0.37102, 0.94409]],
  "forces_ev_per_angstrom": [[3.19, 1.11, 0.58], [-0.76, -1.00, 1.10], [-0.50, -0.59, 0.09], [-1.58, -2.43, -0.94], [-1.56, 1.29, 0.67], [0.62, 1.14, -0.62], [1.16, -0.52, -0.09], [-0.15, 0.39, -0.58], [-0.44, 0.61, -0.21]],
  "e_homo_ev": -8.9,
  "homo_lumo_gap_ev": 8.639,
  "multiplicity": 1,
  "charge": 0,
  "de_lowest_kj_mol": 87.9,
  "smiles": "CPC(F)=S",
  "total_energy_ha": -917.92639,
  "lumo_energy_ev": -0.3
}

=====

{
  "formula": "C2H4HgO3",
  "method": "wB97M-V/def2-TZVPD",
  "symbols": ["C", "O", "H", "H", "O", "C", "O", "Hg", "H", "H"],
  "positions_angstrom": [[1.76983, 0.03551, 1.32944], [0.65650, -0.18052, 1.83304], [2.12239, 1.07336, 1.19943], [2.50589, -0.78132, 1.23720], [-0.31316, 0.80906, -0.75484], [-1.21424, -0.08576, -1.36666], [-1.98432, -0.71994, -0.38860], [-1.03071, 0.20895, 0.93823], [-0.64214, -0.83736, -1.95837], [-1.87005, 0.47802, -2.06887]],
  "forces_ev_per_angstrom": [[-0.55, 0.27, 1.93], [5.27, -0.61, 1.31], [-0.26, -0.31, -0.48], [-0.44, 0.09, -0.31], [1.57, 1.02, -4.35], [0.15, 0.53, -2.68], [-2.71, -2.09, -3.05], [-2.92, 1.27, 7.09], [-0.26, 0.15, 0.30], [0.15, -0.30, 0.25]],
  "e_homo_ev": [-8.1, -8.1],
  "homo_lumo_gap_ev": [6.927, 6.928],
  "multiplicity": 1,
  "charge": 0,
  "de_lowest_kj_mol": 285.8,
  "total_energy_ha": -457.50651,
  "lumo_energy_ev": [-1.2, -1.2]
}

=====

{
  "formula": "C2H4I2N2",
  "method": "wB97M-V/def2-TZVPD",
  "symbols": ["C", "C", "N", "N", "I", "I", "H", "H", "H", "H"],
  "positions_angstrom": [[-0.94437, -1.61681, 0.31372], [0.86204, 1.48941, -0.17781], [-0.12440, -0.43912, 0.40048], [-0.07831, 0.37725, -0.55424], [-0.07027, 3.13364, -1.06336], [2.87335, 1.08755, -0.85626], [-1.81777, -1.53341, 0.94824], [-0.51334, -2.40385, 0.84985], [-1.04789, -1.84424, -0.77318], [0.86097, 1.74959, 0.91256]],
  "forces_ev_per_angstrom": [[-0.29, 0.91, -2.15], [-0.57, -0.09, 0.51], [0.70, 1.94, 0.12], [0.64, -2.13, 1.99], [-0.05, 0.87, -0.43], [-0.68, 0.07, 0.22], [-0.82, 0.76, -0.57], [1.60, -1.24, 0.40], [-0.77, -0.24, 0.90], [0.25, -0.85, -1.00]],
  "e_homo_ev": -9.4,
  "homo_lumo_gap_ev": 9.061,
  "multiplicity": 1,
  "charge": 0,
  "de_lowest_kj_mol": 0.0,
  "total_energy_ha": -783.42455,
  "lumo_energy_ev": -0.3
}